# C3H4Cl2

C3H4Cl2 in the gas phase at a distorted geometry (wB97M-V/def2-TZVPD, the Open Molecules 2025 dataset).

HOMO (spin up / spin down) = -8.7142 / -8.5506 eV
Energy above the lowest of the compared OMol25 structures with the same formula, charge and spin = 75.6 kcal per mole

```
9
Properties=species:S:1:pos:R:3:forces:R:3:mulliken_charge:R:1
C 1.0684 0.0469 0.6457 0.0 3.4 -0.3 -0.866
C 0.4294 -0.0369 -0.6511 -2.3 0.8 0.5 -0.321
C -1.1783 -0.0714 -0.5196 1.0 1.0 1.0 0.185
Cl -1.9712 -1.4183 0.1719 0.2 -0.4 -0.1 -0.137
Cl -1.8885 1.4299 0.1076 0.4 -0.4 -0.5 -0.164
H 1.0318 -0.7186 1.2979 -0.1 -3.0 1.7 0.397
H 1.2558 0.9659 1.1850 0.0 0.4 -0.4 0.345
H 0.5647 0.8217 -1.3242 0.6 -0.7 0.0 0.288
H 0.6879 -1.0191 -0.9132 0.2 -1.2 -1.9 0.273
```
Positions in Å, forces in eV/Å.

---

# C3H4Cl2OS2

2 unconnected molecules or ions with the total composition C3H4Cl2OS2 at a distorted geometry (wB97M-V/def2-TZVPD, the Open Molecules 2025 dataset).

HOMO (spin up / spin down) = -9.4235 / -9.4225 eV
Energy above the lowest of the compared OMol25 structures with the same formula, charge and spin = 60.5 kcal per mole

```
12
Properties=species:S:1:pos:R:3:forces:R:3:mulliken_charge:R:1
C -0.0182 2.7956 -0.5352 -0.9 1.7 -0.5 -0.144
C -0.3524 0.3326 -0.3220 -0.3 -0.5 -0.3 -0.112
C 0.6796 0.5328 0.4558 1.5 0.8 0.1 -0.227
O 2.5368 2.3526 -0.0756 1.9 0.1 -0.9 -0.524
S -1.1916 1.7588 -0.9767 0.4 0.4 1.1 0.109
S 1.2750 2.2840 0.6128 -2.6 -0.7 0.7 0.376
Cl -3.0201 1.4462 0.6580 0.7 0.0 -0.6 -0.413
Cl 1.8401 -3.8120 0.6988 -0.1 0.5 -0.2 -0.215
H 1.7220 -2.6191 0.2090 0.1 -0.5 0.2 0.214
H -0.1945 3.9121 -0.7495 0.5 -1.9 0.4 0.320
H -0.7295 -0.6049 -0.6864 -0.2 -0.3 0.2 0.400
H 1.4216 -0.1732 0.8724 -0.9 0.3 -0.2 0.217
```
Positions in Å, forces in eV/Å.

---

# C3H4Cl2Si

A molecular structure, C3H4Cl2Si at a distorted geometry (wB97M-V/def2-TZVPD, the Open Molecules 2025 dataset).

HOMO (spin up / spin down) = -10.3486 / -8.3480 eV
Energy above the lowest of the compared OMol25 structures with the same formula, charge and spin = 157.5 kcal per mole

```
10
Properties=species:S:1:pos:R:3:forces:R:3:mulliken_charge:R:1
C -1.6484 1.7542 0.3460 0.6 -0.1 -0.2 0.348
C -0.7072 1.0094 0.2176 0.2 -0.8 0.7 -0.709
C 2.1347 0.2269 -0.3639 -0.4 -1.0 -1.7 -0.156
Si 0.5943 -0.2543 0.5996 -1.2 0.6 -3.5 0.159
Cl 3.2070 -1.0425 0.2194 1.1 -0.8 0.3 -0.150
Cl 2.8478 1.7891 -0.1100 0.1 0.8 0.1 -0.142
H -2.3676 2.5125 0.4643 -0.5 0.3 0.0 0.381
H 2.0113 0.0150 -1.4902 0.0 0.6 1.8 0.332
H 0.7394 -2.1269 -1.4730 -0.3 0.6 0.9 -0.011
H 0.6341 -0.4562 1.9776 0.4 -0.3 1.6 -0.051
```
Positions in Å, forces in eV/Å.

---

# C3H4Cl3NS

2 unconnected molecules or ions with the total composition C3H4Cl3NS at a distorted geometry (wB97M-V/def2-TZVPD, the Open Molecules 2025 dataset).

HOMO (spin up / spin down) = -8.8124 / -6.4583 eV
Energy above the lowest of the compared OMol25 structures with the same formula, charge and spin = 86.8 kcal per mole

```
12
Properties=species:S:1:pos:R:3:forces:R:3:mulliken_charge:R:1
C -1.1537 -0.9761 -0.2648 -0.7 -0.7 0.7 0.342
C 0.8679 0.7816 0.3687 1.4 0.7 0.9 -0.817
C -4.2824 0.1314 -0.0846 -0.7 0.8 0.6 0.214
N -1.5715 -2.1067 -0.3808 0.4 -0.4 -0.7 -0.441
S -0.9147 0.5692 0.2137 -0.8 0.7 -0.6 -0.008
Cl -4.9401 0.6815 -1.6002 0.4 -0.1 0.3 -0.122
Cl -4.5748 -1.5146 0.2560 -0.1 -0.3 0.0 -0.126
Cl -4.7493 1.1873 1.2863 0.6 -0.6 -0.9 -0.135
H 1.1060 0.3361 1.4355 0.3 0.9 -2.5 0.257
H 1.0249 1.9124 0.3353 -0.4 -1.3 0.6 0.282
H 1.4608 0.4797 -0.5473 -0.7 -0.4 1.4 0.312
H -2.4900 -2.5414 -0.5744 0.4 0.7 0.3 0.242
```
Positions in Å, forces in eV/Å.

---

# C3H4Cl4

2 unconnected molecules or ions with the total composition C3H4Cl4 (wB97M-V/def2-TZVPD, the Open Molecules 2025 dataset).

HOMO (spin up / spin down) = -7.9403 / -8.6180 eV
Energy above the lowest of the compared OMol25 structures with the same formula, charge and spin = 53.9 kcal per mole

```
11
Properties=species:S:1:pos:R:3:forces:R:3:mulliken_charge:R:1
C -0.8297 0.0858 0.5614 -0.1 0.1 -0.1 -0.998
C 2.2580 -0.7226 -1.0540 0.0 0.4 0.0 -0.158
C -0.6430 -1.1578 -0.2141 0.6 -0.2 0.1 0.395
Cl 3.2130 -1.3936 0.1819 -0.1 -0.1 0.0 -0.096
Cl 2.1146 0.9878 -1.0746 0.0 -0.1 0.0 -0.117
Cl -0.1996 -2.5844 0.6214 -0.1 -0.1 0.1 -0.141
Cl -1.4689 -1.3816 -1.6824 -0.1 0.1 -0.2 -0.167
H -0.6615 0.9476 -0.0835 0.0 0.1 0.0 0.282
H -1.8430 0.1595 0.9682 -0.1 0.0 0.0 0.338
H -0.1270 0.1073 1.3892 0.1 0.0 0.0 0.312
H 2.3678 -1.1675 -2.0310 -0.2 -0.1 0.0 0.352
```
Positions in Å, forces in eV/Å.

---

# C3H4Cl8

3 unconnected molecules or ions with the total composition C3H4Cl8 at a distorted geometry (wB97M-V/def2-TZVPD, the Open Molecules 2025 dataset).

SMILES = ClC(Cl)Cl.ClC(Cl)Cl.ClCCl
HOMO = -11.1344 eV
Energy above the lowest of the compared OMol25 structures with the same formula, charge and spin = 10.2 kcal per mole

```
15
Properties=species:S:1:pos:R:3:forces:R:3:mulliken_charge:R:1
C 0.7242 1.1728 1.2351 1.4 0.6 -0.2 -0.057
Cl 1.0825 -0.5689 1.3104 -0.7 0.6 0.0 -0.056
Cl 0.0122 1.7030 -0.2959 -0.2 -0.5 0.3 -0.075
Cl 2.3077 2.0297 1.3529 -0.2 -0.1 0.2 -0.132
H 0.1593 1.5529 2.0863 -0.2 -0.6 -0.3 0.316
C -1.8367 3.1030 -2.9126 0.3 -0.3 -0.8 0.167
Cl -1.4768 4.8378 -2.6028 -0.5 -1.1 0.0 -0.106
Cl -0.4705 2.3795 -3.8348 -0.3 0.3 0.4 -0.124
Cl -3.3316 2.8060 -3.8421 0.3 0.5 0.3 -0.126
H -1.9464 2.4983 -2.0125 0.1 0.7 0.1 0.196
C 1.0518 -4.2208 1.9251 -0.4 0.5 0.1 -0.157
Cl 1.5850 -5.8467 1.4596 -0.5 0.3 0.1 -0.149
Cl -0.7538 -3.9271 2.0510 1.2 -0.5 -0.1 -0.152
H 1.4815 -4.0053 2.9034 -0.2 0.0 -0.2 0.299
H 1.4115 -3.5143 1.1770 -0.1 -0.2 0.1 0.156
```
Positions in Å, forces in eV/Å.

---

# C3H4ClF

A molecular structure, C3H4ClF at a distorted geometry (wB97M-V/def2-TZVPD, the Open Molecules 2025 dataset).

HOMO = -9.8870 eV
Energy above the lowest of the compared OMol25 structures with the same formula, charge and spin = 46.8 kcal per mole

```
9
Properties=species:S:1:pos:R:3:forces:R:3:mulliken_charge:R:1
C 0.3694 0.1517 -1.3502 1.1 0.1 -1.1 -0.683
C 0.7110 -0.2627 -0.1760 -3.8 -1.1 4.0 0.428
C -0.7363 -0.4213 1.1848 3.4 0.8 -3.5 -0.494
F 1.7146 -0.9745 0.2775 0.9 0.1 -0.3 -0.221
Cl -1.8787 0.8240 0.8410 -0.6 0.6 0.0 -0.165
H 0.9459 0.1660 -2.2575 0.5 -0.2 0.0 0.297
H -0.5862 0.5622 -1.4293 -1.4 0.7 0.0 0.185
H -1.1272 -1.3533 0.7635 0.3 0.0 1.3 0.317
H -0.2468 -0.2246 2.1477 -0.4 -0.9 -0.4 0.337
```
Positions in Å, forces in eV/Å.

---

# C3H4ClF

C3H4ClF in the gas phase at a distorted geometry (wB97M-V/def2-TZVPD, the Open Molecules 2025 dataset).

SMILES = FC1(Cl)CC1
HOMO = -8.7074 eV
Energy above the lowest of the compared OMol25 structures with the same formula, charge and spin = 49.1 kcal per mole

```
9
Properties=species:S:1:pos:R:3:forces:R:3:mulliken_charge:R:1
C 0.3905 -0.0694 -0.7244 1.5 -1.6 -1.9 -0.345
C 0.7360 -0.2468 0.7979 -2.7 1.4 -0.8 -0.660
C -0.8362 0.2878 -0.0915 1.9 -3.5 2.6 0.394
F -1.1810 1.5150 0.0815 -1.0 2.1 -0.1 -0.216
Cl -2.1533 -0.9022 0.0071 0.6 0.8 -0.1 -0.180
H 0.8712 0.8069 -1.1408 0.2 0.2 0.1 0.224
H 0.4469 -0.8840 -1.5730 -0.2 1.2 2.1 0.256
H 0.4478 -1.1997 1.3805 0.9 1.8 -1.2 0.288
H 1.2779 0.6925 1.2626 -1.3 -2.4 -0.8 0.239
```
Positions in Å, forces in eV/Å.

---

# C3H4ClF

A molecular structure, C3H4ClF at a distorted geometry (wB97M-V/def2-TZVPD, the Open Molecules 2025 dataset).

HOMO = -9.3027 eV
Energy above the lowest of the compared OMol25 structures with the same formula, charge and spin = 70.3 kcal per mole

```
9
Properties=species:S:1:pos:R:3:forces:R:3:mulliken_charge:R:1
C -1.2018 -0.0785 0.1537 -1.3 0.6 -0.8 -0.759
C 0.2777 -0.5097 -0.2171 -1.4 -0.8 0.6 -0.227
C 1.2540 0.3684 -0.1018 0.1 -0.5 -0.3 0.382
H -1.3382 1.0105 1.0171 0.7 -3.9 -2.8 0.255
H -1.7788 0.4004 -1.0420 1.4 -1.9 4.0 0.212
H -1.6781 -1.1881 0.6600 0.8 3.9 -1.7 0.244
H 0.5461 -1.6024 -0.4776 -0.7 2.0 0.8 0.269
F 1.0046 1.6728 -0.0612 0.4 0.1 0.5 -0.210
Cl 2.9145 -0.0733 0.0689 -0.1 0.4 -0.3 -0.166
```
Positions in Å, forces in eV/Å.

---

# C3H4ClF

C3H4ClF in the gas phase at a distorted geometry (wB97M-V/def2-TZVPD, the Open Molecules 2025 dataset).

SMILES = C/C(F)=C/Cl
HOMO = -9.2609 eV
Energy above the lowest of the compared OMol25 structures with the same formula, charge and spin = 62.0 kcal per mole

```
9
Properties=species:S:1:pos:R:3:forces:R:3:mulliken_charge:R:1
C -1.1557 -0.0961 -0.0705 -3.9 0.6 2.7 -0.905
C 0.2048 0.5070 -0.0812 2.2 -9.0 0.2 0.667
C 1.3151 -0.3064 0.0817 -0.6 -1.1 -2.3 -0.393
H -1.2844 -1.1980 -0.1050 0.7 0.8 -0.6 0.330
H -2.0303 0.4362 -0.7957 2.7 -1.3 2.2 0.255
H -1.4780 0.0362 1.1955 0.4 0.1 -3.8 0.211
H 1.0542 -1.4958 -0.1998 1.6 3.5 1.0 0.250
F 0.2238 1.7058 0.0073 0.3 7.8 0.3 -0.191
Cl 3.1504 0.4111 -0.0323 -3.4 -1.4 0.3 -0.224
```
Positions in Å, forces in eV/Å.

---

# C3H4ClF

2 unconnected molecules or ions with the total composition C3H4ClF at a distorted geometry (wB97M-V/def2-TZVPD, the Open Molecules 2025 dataset).

SMILES = C=C=CF.Cl
HOMO = -9.7517 eV
Energy above the lowest of the compared OMol25 structures with the same formula, charge and spin = 48.5 kcal per mole

```
9
Properties=species:S:1:pos:R:3:forces:R:3:mulliken_charge:R:1
C 0.5026 0.7318 -0.7912 0.2 -2.6 -0.7 -0.702
C 0.5288 -0.5469 -0.4907 0.3 1.0 0.8 0.208
C 0.6596 -1.6517 0.1648 0.7 -1.1 -0.2 -0.109
F 1.6485 -2.5661 -0.0427 0.5 0.4 -0.5 -0.230
Cl -2.2210 1.2606 1.3467 -0.5 2.9 -1.1 -0.277
H 0.1793 0.9240 -1.7849 -0.6 1.1 -0.5 0.248
H 1.0325 1.3793 -0.1537 0.4 1.1 0.4 0.292
H -2.4152 2.5694 0.8330 0.4 -2.9 1.1 0.269
H 0.0848 -2.1004 0.9187 -1.5 0.1 0.8 0.301
```
Positions in Å, forces in eV/Å.

---

# C3H4ClFN

2 unconnected molecules or ions with the total composition C3H4ClFN at a distorted geometry (wB97M-V/def2-TZVPD, the Open Molecules 2025 dataset).

HOMO (spin up / spin down) = -13.3959 / -12.7986 eV
Charge = +1
Energy above the lowest of the compared OMol25 structures with the same formula, charge and spin = 35.5 kcal per mole

```
10
Properties=species:S:1:pos:R:3:forces:R:3:mulliken_charge:R:1
C 0.2807 -2.1662 -1.2485 1.4 2.4 1.4 0.146
C -0.6537 1.8120 0.2416 -1.4 -2.8 -0.3 -0.238
C 0.5618 -0.4553 0.5767 -0.9 1.0 -0.3 -0.360
N 0.5277 -1.3241 -0.4531 -0.7 -2.1 -2.1 -0.052
F -0.0494 2.2550 -0.7832 0.8 1.0 -1.1 -0.122
Cl -0.4233 -0.9360 1.8673 -0.1 -0.2 0.8 -0.063
H 0.3078 -2.8859 -2.0770 -0.3 0.3 0.8 0.424
H -0.2503 2.1132 1.2017 -0.4 0.0 0.1 0.438
H -1.6372 1.2935 -0.0366 1.4 1.0 1.1 0.331
H 1.3359 0.2938 0.7111 0.2 -0.7 -0.2 0.496
```
Positions in Å, forces in eV/Å.

---

What did the eighth record say?
# C3H4ClF

C3H4ClF in the gas phase at a distorted geometry (wB97M-V/def2-TZVPD, the Open Molecules 2025 dataset).

SMILES = FC1(Cl)CC1
HOMO = -8.7074 eV
Energy above the lowest of the compared OMol25 structures with the same formula, charge and spin = 49.1 kcal per mole

```
9
Properties=species:S:1:pos:R:3:forces:R:3:mulliken_charge:R:1
C 0.3905 -0.0694 -0.7244 1.5 -1.6 -1.9 -0.345
C 0.7360 -0.2468 0.7979 -2.7 1.4 -0.8 -0.660
C -0.8362 0.2878 -0.0915 1.9 -3.5 2.6 0.394
F -1.1810 1.5150 0.0815 -1.0 2.1 -0.1 -0.216
Cl -2.1533 -0.9022 0.0071 0.6 0.8 -0.1 -0.180
H 0.8712 0.8069 -1.1408 0.2 0.2 0.1 0.224
H 0.4469 -0.8840 -1.5730 -0.2 1.2 2.1 0.256
H 0.4478 -1.1997 1.3805 0.9 1.8 -1.2 0.288
H 1.2779 0.6925 1.2626 -1.3 -2.4 -0.8 0.239
```
Positions in Å, forces in eV/Å.

---

> energy above the lowest of the compared OMol25 structures with the same formula, charge and spin of number 10 (C3H4ClF)?

62.0 kcal per mole

---

> What is the formula in the fourth record?

C3H4Cl3NS